Below is a structure of composition C71H58AgN11OP4Se2, with properties calculated with wB97M-V/def2-TZVPD.

HOMO = -6.0 eV
E_LUMO = -0.25 eV
orbital gap = 5.718 eV
E = -264852.189 eV

Last column: Löwdin charge in e.
Atoms and positions in Å:
Ag (2.2172, -0.1293, 1.7006)  0.52
C (-2.3362, -2.2769, 4.8479)  -0.07
N (-1.0111, -1.8820, 4.3845)  -0.12
C (-0.6724, -1.1303, 3.3358)  -0.18
N (0.6359, -0.9527, 3.3114)  0.02
C (1.0637, -1.6817, 4.3763)  -0.23
N (0.0996, -2.2566, 5.0570)  0.12
C (-3.3382, -1.1590, 4.6859)  -0.19
C (-4.6447, -1.4269, 4.2965)  -0.02
C (-5.5587, -0.3890, 4.1470)  -0.05
C (-5.1761, 0.9250, 4.3618)  -0.01
C (-3.8678, 1.1940, 4.7530)  -0.13
C (-2.9659, 0.1543, 4.9293)  0.02
C (-3.3969, 2.5677, 4.9333)  -0.29
N (-4.0143, 3.6868, 4.8022)  0.13
N (-3.0649, 4.6869, 5.0337)  0.13
C (-1.9592, 4.0818, 5.2846)  -0.29
O (-2.0879, 2.7334, 5.2453)  0.11
C (-0.6274, 4.6169, 5.5662)  -0.13
C (-0.3647, 5.9770, 5.4315)  -0.01
C (0.9142, 6.4451, 5.6765)  -0.05
C (1.9284, 5.5678, 6.0447)  -0.02
C (1.6705, 4.2106, 6.1855)  -0.19
C (2.7616, 3.2519, 6.5979)  -0.07
N (3.1326, 2.3060, 5.5491)  -0.11
C (2.4185, 1.3515, 4.9435)  -0.16
N (3.1511, 0.7295, 4.0428)  0.01
C (4.3526, 1.3590, 4.1490)  -0.27
N (4.3882, 2.3157, 5.0476)  0.12
C (0.3828, 3.7478, 5.9549)  0.02
H (-2.2136, -2.5578, 5.8936)  0.13
H (-2.6523, -3.1602, 4.2937)  0.09
H (-1.3891, -0.6970, 2.6586)  0.13
H (2.0993, -1.7496, 4.6651)  0.10
H (-4.9473, -2.4467, 4.0887)  0.10
H (-6.5713, -0.6102, 3.8370)  0.11
H (-5.8698, 1.7427, 4.2205)  0.12
H (-1.9547, 0.3799, 5.2399)  0.12
H (-1.1595, 6.6456, 5.1298)  0.12
H (1.1298, 7.4997, 5.5698)  0.11
H (2.9297, 5.9435, 6.2162)  0.12
H (2.4693, 2.6948, 7.4896)  0.13
H (3.6786, 3.7903, 6.8217)  0.12
H (1.3838, 1.1430, 5.1562)  0.11
H (5.2020, 1.1226, 3.5297)  0.10
H (0.1482, 2.7001, 6.0857)  0.11
Se (3.6313, 2.6433, -5.2623)  0.35
P (2.3061, 1.0792, -4.7976)  0.56
C (0.7243, 1.3424, -5.6358)  -0.36
C (0.6419, 1.2064, -7.0193)  -0.10
C (-0.5336, 1.5267, -7.6794)  -0.08
C (-1.6216, 2.0140, -6.9663)  -0.08
C (-1.5284, 2.1823, -5.5926)  -0.08
C (-0.3595, 1.8423, -4.9274)  -0.08
C (2.9572, -0.5315, -5.3284)  -0.35
C (2.1663, -1.5231, -5.8936)  -0.09
C (2.7269, -2.7449, -6.2389)  -0.08
C (4.0715, -2.9874, -6.0019)  -0.09
C (4.8603, -2.0015, -5.4231)  -0.08
C (4.3086, -0.7739, -5.0954)  -0.10
C (1.8256, 0.6894, -3.0534)  -0.40
C (2.1116, 1.1834, -1.7459)  -0.40
N (1.4287, 0.2476, -0.8383)  -0.09
N (1.0125, -0.8701, -1.7542)  -0.05
N (1.1408, -0.4114, -3.0851)  0.07
P (3.0383, 2.4751, -1.0783)  0.58
Se (3.4188, 2.1790, 1.0268)  0.35
C (2.1623, 4.0715, -1.2833)  -0.36
C (1.9090, 4.9180, -0.2100)  -0.12
C (1.1425, 6.0644, -0.3880)  -0.09
C (0.6269, 6.3714, -1.6373)  -0.09
C (0.8865, 5.5345, -2.7165)  -0.07
C (1.6458, 4.3898, -2.5395)  -0.10
C (4.6387, 2.7016, -1.8839)  -0.40
C (5.1338, 3.9569, -2.2080)  -0.10
C (6.3968, 4.0767, -2.7697)  -0.08
C (7.1655, 2.9460, -2.9982)  -0.08
C (6.6799, 1.6912, -2.6515)  -0.09
C (5.4207, 1.5688, -2.0918)  -0.12
H (1.5038, 0.8688, -7.5825)  0.11
H (-0.5964, 1.4085, -8.7534)  0.10
H (-2.5364, 2.2723, -7.4843)  0.10
H (-2.3677, 2.5811, -5.0356)  0.10
H (-0.2859, 1.9728, -3.8565)  0.07
H (1.1063, -1.3599, -6.0354)  0.10
H (2.1059, -3.5121, -6.6837)  0.10
H (4.5055, -3.9427, -6.2688)  0.10
H (5.9100, -2.1867, -5.2339)  0.10
H (4.9279, 0.0092, -4.6736)  0.07
H (2.3029, 4.6706, 0.7674)  0.04
H (0.9466, 6.7147, 0.4553)  0.10
H (0.0249, 7.2612, -1.7729)  0.10
H (0.4982, 5.7710, -3.6993)  0.11
H (1.8541, 3.7525, -3.3914)  0.03
H (4.5284, 4.8391, -2.0451)  0.11
H (6.7758, 5.0542, -3.0388)  0.10
H (8.1457, 3.0404, -3.4479)  0.10
H (7.2836, 0.8090, -2.8244)  0.10
H (5.0274, 0.5951, -1.8211)  0.11
C (-2.3017, -2.4932, 0.0937)  -0.55
P (-0.4711, -2.2569, -0.0441)  1.05
C (-0.3891, -0.7842, -1.2138)  -0.47
C (-1.5152, -0.6778, -2.1873)  -0.08
C (-2.1075, 0.4860, -2.4427)  -0.08
C (-1.6479, 1.7472, -1.8415)  -0.09
C (-0.6302, 1.7779, -0.9872)  -0.03
C (-0.0030, 0.5179, -0.4744)  -0.27
C (0.0629, -3.6199, -1.1336)  -0.39
C (-0.6604, -4.0953, -2.2250)  -0.09
C (-0.1382, -5.0874, -3.0392)  -0.08
C (1.1165, -5.6187, -2.7719)  -0.09
C (1.8417, -5.1614, -1.6828)  -0.08
C (1.3140, -4.1695, -0.8690)  -0.11
P (-2.7103, -3.7834, 1.3357)  1.01
C (-2.5499, -5.2879, 0.3080)  -0.40
C (-3.4619, -5.6030, -0.6989)  -0.10
C (-3.2548, -6.7024, -1.5145)  -0.08
C (-2.1262, -7.4944, -1.3382)  -0.09
C (-1.2156, -7.1916, -0.3389)  -0.08
C (-1.4334, -6.0969, 0.4882)  -0.11
C (-4.5353, -3.6411, 1.4532)  -0.41
C (-5.2760, -2.5945, 0.9124)  -0.10
C (-6.6462, -2.5047, 1.1358)  -0.09
C (-7.2930, -3.4603, 1.9016)  -0.09
C (-6.5648, -4.5145, 2.4431)  -0.09
C (-5.2008, -4.5995, 2.2232)  -0.12
H (-2.7935, -2.6974, -0.8594)  0.04
H (-2.6804, -1.5356, 0.4687)  0.04
H (-1.8481, -1.5717, -2.6963)  0.09
H (-2.9272, 0.5260, -3.1500)  0.10
H (-2.1337, 2.6679, -2.1435)  0.11
H (-0.2759, 2.7147, -0.5705)  0.11
H (-0.1548, 0.5021, 0.6138)  0.09
H (-1.6420, -3.6979, -2.4492)  0.09
H (-0.7090, -5.4450, -3.8870)  0.11
H (1.5272, -6.3866, -3.4152)  0.10
H (2.8207, -5.5718, -1.4702)  0.10
H (1.8847, -3.8030, -0.0234)  0.09
H (-4.3409, -4.9841, -0.8435)  0.11
H (-3.9679, -6.9393, -2.2941)  0.10
H (-1.9581, -8.3472, -1.9835)  0.10
H (-0.3335, -7.8037, -0.2031)  0.11
H (-0.7177, -5.8534, 1.2652)  0.10
H (-4.7956, -1.8376, 0.3061)  0.09
H (-7.2059, -1.6848, 0.7034)  0.11
H (-8.3592, -3.3905, 2.0742)  0.10
H (-7.0627, -5.2693, 3.0382)  0.10
H (-4.6399, -5.4245, 2.6502)  0.11